Model 1:
{
  "formula": "C3H5F2N",
  "method": "ωB97M-V/def2-TZVPD",
  "elements": ["C", "C", "C", "N", "F", "F", "H", "H", "H", "H", "H"],
  "xyz": [[1.204, 0.745, 0.383], [2.273, 0.575, -0.416], [-1.908, 0.069, -0.310], [-2.434, -0.850, 0.445], [3.218, 1.414, -0.990], [-1.541, -0.547, -1.496], [1.016, 1.579, 0.985], [0.666, -0.154, 0.616], [2.419, -0.306, -0.937], [-2.458, -1.874, 0.295], [-2.456, -0.653, 1.425]],
  "mulliken_charge": [-0.609, 0.003, -0.089, -0.262, -0.235, -0.185, 0.313, 0.246, 0.279, 0.258, 0.280],
  "e_lumo_ev": 0.724
}

Model 2:
{
  "formula": "C3H5F2N",
  "method": "ωB97M-V/def2-TZVPD",
  "elements": ["C", "C", "C", "N", "F", "F", "H", "H", "H", "H", "H"],
  "xyz": [[-0.383, 1.388, -0.217], [1.260, -0.035, 0.358], [-0.831, -0.990, 0.039], [0.023, 0.176, -0.005], [2.193, 0.883, -0.004], [1.790, -1.302, 0.169], [-1.448, 1.492, -0.082], [0.340, 2.172, -0.206], [-0.302, -1.925, 0.216], [-1.569, -0.639, 0.774], [-1.073, -1.220, -1.042]],
  "mulliken_charge": [-0.481, 0.278, -0.942, 0.169, -0.231, -0.261, 0.186, 0.294, 0.295, 0.372, 0.322],
  "e_lumo_ev": [0.612, 0.641]
}

Which structure wins on stability? model 1 wins.

Model 1:
{
  "formula": "C2H3Cl2O3S",
  "method": "ωB97M-V/def2-TZVPD",
  "elements": ["C", "C", "O", "O", "O", "S", "Cl", "Cl", "H", "H", "H"],
  "xyz": [[1.329, 0.102, 0.360], [0.210, 0.987, 0.001], [-0.794, -2.352, -0.433], [-2.955, -1.239, -0.837], [-1.003, 0.239, -0.686], [-1.756, -1.303, -0.068], [0.688, 2.280, -1.103], [-0.330, 1.827, 1.475], [1.845, 0.512, 1.084], [1.888, -0.193, -0.430], [0.878, -0.859, 0.639]],
  "mulliken_charge": [-1.432, 0.727, -0.569, -0.514, -0.395, 0.449, -0.203, -0.221, 0.470, 0.380, 0.306],
  "charge": -1,
  "e_lumo_ev": 3.251
}

Model 2:
{
  "formula": "C2H3Cl2O3S",
  "method": "ωB97M-V/def2-TZVPD",
  "elements": ["C", "C", "O", "O", "O", "S", "Cl", "Cl", "H", "H", "H"],
  "xyz": [[-1.566, 0.134, -0.019], [-0.729, -1.077, -0.109], [3.402, 0.116, 0.615], [2.154, 2.331, 0.291], [1.367, 0.096, -0.624], [2.490, 0.979, -0.162], [-1.402, -2.237, -1.103], [-0.430, -1.694, 1.460], [-2.634, 0.047, 0.384], [-1.601, 0.397, -1.213], [-1.052, 0.908, 0.481]],
  "mulliken_charge": [-0.876, 0.419, -0.525, -0.524, -0.456, 0.562, -0.199, -0.199, 0.301, 0.210, 0.287],
  "charge": -1,
  "e_lumo_ev": [2.908, 3.198]
}

Which structure wins on stability? model 1 wins.

Model 1:
{
  "formula": "C10H18Si",
  "method": "ωB97M-V/def2-TZVPD",
  "elements": ["C", "C", "C", "C", "C", "C", "C", "C", "C", "C", "Si", "H", "H", "H", "H", "H", "H", "H", "H", "H", "H", "H", "H", "H", "H", "H", "H", "H", "H"],
  "xyz": [[0.198, -1.930, -0.458], [-1.131, -1.846, -0.396], [1.115, -0.844, -0.664], [0.726, 0.405, -0.891], [2.984, -1.698, 0.933], [0.080, 2.780, -0.333], [-2.474, 0.463, 1.610], [2.611, -1.260, -0.499], [1.191, 1.778, -0.883], [-3.175, 0.462, 0.249], [-2.239, -0.553, -1.070], [0.676, -2.930, -0.192], [-1.665, -2.668, 0.027], [2.535, -1.002, 1.587], [4.031, -1.595, 1.146], [2.654, -2.599, 1.321], [-0.980, 2.255, -0.236], [-0.147, 3.693, -1.046], [0.287, 3.110, 0.611], [-1.509, -0.078, 1.607], [-2.061, 1.434, 1.570], [-3.033, 0.210, 2.478], [2.914, -2.120, -1.095], [3.121, -0.292, -0.703], [2.193, 1.891, -0.544], [1.177, 2.098, -2.002], [-3.060, 1.485, -0.163], [-4.127, 0.080, 0.431], [-2.893, -0.733, -2.394]],
  "mulliken_charge": [-0.140, -0.895, 0.423, 0.077, -1.330, -0.629, -0.847, -0.609, -0.688, -0.802, 0.339, 0.207, 0.460, 0.405, 0.366, 0.409, -0.169, 0.300, 0.308, 0.234, 0.302, 0.330, 0.317, 0.249, 0.504, 0.166, 0.323, 0.521, -0.130],
  "e_lumo_ev": [-0.019, -0.019]
}

Model 2:
{
  "formula": "C10H18Si",
  "method": "ωB97M-V/def2-TZVPD",
  "elements": ["C", "C", "C", "C", "C", "C", "C", "C", "C", "C", "Si", "H", "H", "H", "H", "H", "H", "H", "H", "H", "H", "H", "H", "H", "H", "H", "H", "H", "H"],
  "xyz": [[2.060, -0.989, 0.417], [3.280, -1.318, 0.005], [1.480, 0.463, 0.325], [4.257, -0.346, -0.408], [2.751, 1.420, 0.400], [4.104, 0.919, -0.243], [-1.614, -1.508, -0.552], [-3.141, -0.024, 0.799], [-1.910, 0.859, -1.249], [-1.822, -0.098, -0.075], [-0.505, 0.399, 1.212], [1.355, -1.807, 0.511], [3.423, -2.390, -0.148], [0.988, 0.266, -0.625], [5.329, -0.706, -0.776], [2.421, 2.376, -0.153], [2.983, 1.665, 1.453], [4.990, 1.486, -0.296], [-2.277, -1.765, -1.398], [-0.711, -1.559, -1.053], [-1.662, -2.175, 0.203], [-3.543, 1.004, 0.815], [-2.879, -0.197, 1.758], [-3.833, -0.903, 0.370], [-1.938, 1.923, -0.968], [-1.235, 0.702, -2.061], [-2.878, 0.768, -1.689], [-0.912, 1.574, 1.905], [-0.061, -0.773, 2.198]],
  "mulliken_charge": [-0.447, -0.507, 0.056, -0.075, -0.403, -0.536, -2.271, -1.743, -1.853, 1.855, 0.277, 0.321, 0.325, 0.032, 0.175, 0.264, 0.316, 0.370, 0.461, 0.523, 0.576, 0.364, 0.593, 0.300, 0.433, 0.412, 0.528, -0.238, -0.109],
  "smiles": "CC(C)(C)[SiH2][C@@H]1C=CC=CC1",
  "e_lumo_ev": 0.737
}

Which structure wins on stability? model 2 wins.

Model 1:
{
  "formula": "C5H9N3O",
  "method": "ωB97M-V/def2-TZVPD",
  "elements": ["C", "C", "C", "C", "C", "N", "N", "N", "O", "H", "H", "H", "H", "H", "H", "H", "H", "H"],
  "xyz": [[2.137, 0.057, -0.518], [-0.343, -1.601, 0.196], [-0.061, -1.079, -1.207], [-0.799, -0.419, 1.072], [0.729, 0.298, -0.764], [3.221, -0.097, -0.227], [0.017, 0.646, 0.792], [-0.451, 1.917, 0.677], [0.523, 1.466, -1.440], [-1.056, -2.394, 0.048], [0.496, -1.921, 0.604], [0.541, -1.748, -1.668], [-1.061, -0.922, -1.711], [-1.824, -0.068, 0.637], [-0.865, -0.522, 2.192], [-0.277, 2.300, 1.609], [-1.415, 1.857, 0.499], [0.488, 2.229, -0.789]],
  "mulliken_charge": [0.136, -0.851, -0.829, -0.517, 0.709, -0.475, -0.045, -0.584, -0.606, 0.399, 0.436, 0.407, 0.328, 0.288, 0.261, 0.247, 0.211, 0.487],
  "smiles": "N#C[C@@]1(O)CCCN1N",
  "e_lumo_ev": 0.784
}

Model 2:
{
  "formula": "C5H9N3O",
  "method": "ωB97M-V/def2-TZVPD",
  "elements": ["C", "C", "C", "C", "C", "H", "H", "H", "H", "H", "H", "H", "H", "H", "N", "N", "N", "O"],
  "xyz": [[-2.891, -0.300, 0.451], [-0.395, 0.487, -0.322], [0.301, 1.618, -0.165], [1.794, -0.021, -0.078], [0.599, -0.513, -0.326], [-2.611, -0.998, 1.307], [-3.491, 0.778, 0.975], [-3.745, -0.807, -0.029], [-1.955, 0.371, -1.442], [-0.177, 2.611, -0.299], [2.255, 1.897, 0.433], [3.236, -1.500, -0.579], [3.706, -0.422, 1.318], [-0.307, -2.009, -0.460], [-1.737, -0.035, -0.629], [1.631, 1.300, -0.011], [3.197, -0.543, 0.010], [0.589, -1.914, -0.155]],
  "mulliken_charge": [-0.707, 0.202, -0.757, -0.106, 0.426, 0.234, 0.216, 0.325, 0.250, 0.341, 0.195, 0.272, 0.279, 0.317, -0.310, 0.028, -0.619, -0.585],
  "e_lumo_ev": 0.564
}

Model 3:
{
  "formula": "C5H9N3O",
  "method": "ωB97M-V/def2-TZVPD",
  "elements": ["C", "C", "C", "C", "C", "H", "H", "H", "H", "H", "H", "H", "H", "H", "N", "N", "N", "O"],
  "xyz": [[-1.635, 1.300, 1.736], [0.020, -1.095, -0.157], [-0.121, -0.708, -1.578], [1.655, 0.566, -0.727], [1.251, -0.488, 0.385], [-1.772, 2.333, 2.010], [-1.830, 0.580, 2.533], [-1.168, -0.810, 1.503], [0.037, -2.157, -0.168], [0.095, -1.494, -2.287], [-1.204, -0.396, -1.828], [0.584, 1.296, -2.243], [2.048, -1.242, 0.599], [1.163, 0.047, 1.298], [-1.161, 0.917, 0.619], [-1.168, -0.499, 0.582], [0.713, 0.461, -1.678], [2.493, 1.390, -0.599]],
  "mulliken_charge": [-0.331, 0.371, -0.878, 0.437, -0.895, 0.269, 0.210, 0.295, 0.434, 0.310, 0.344, 0.245, 0.303, 0.343, -0.317, -0.383, -0.146, -0.612],
  "smiles": "C=NN[C@H]1CNC(=O)C1",
  "e_lumo_ev": 0.943
}

Model 4:
{
  "formula": "C5H9N3O",
  "method": "ωB97M-V/def2-TZVPD",
  "elements": ["C", "C", "C", "C", "C", "H", "H", "H", "H", "H", "H", "H", "H", "H", "N", "N", "N", "O"],
  "xyz": [[-1.271, 0.768, 0.717], [-2.122, -1.056, -0.546], [1.339, -0.081, -0.205], [1.492, 1.373, -0.354], [1.649, 2.554, -0.414], [-0.600, 1.650, 0.906], [-2.299, 1.152, 0.599], [-1.251, 0.187, 1.679], [-3.083, -0.509, -0.631], [-2.226, -1.568, 0.428], [-1.928, -1.677, -1.346], [3.170, -0.414, 0.528], [1.399, -2.329, -0.094], [1.736, 3.650, -0.384], [-1.031, -0.068, -0.460], [0.227, -0.706, -0.418], [2.500, -0.802, -0.185], [2.299, -2.124, 0.180]],
  "mulliken_charge": [-0.854, -0.843, 0.115, -0.711, 0.496, 0.216, 0.331, 0.300, 0.298, 0.332, 0.323, 0.293, 0.403, 0.404, -0.108, -0.363, -0.194, -0.437],
  "smiles": "C#C/C(=N\\N(C)C)NO",
  "e_lumo_ev": 0.820
}

Which structure wins on stability? model 3 wins.

Model 1:
{
  "formula": "C5H9N3O",
  "method": "ωB97M-V/def2-TZVPD",
  "elements": ["C", "C", "C", "C", "C", "N", "N", "N", "O", "H", "H", "H", "H", "H", "H", "H", "H", "H"],
  "xyz": [[-2.195, -0.259, 0.094], [1.772, 1.057, -0.538], [0.056, -0.604, 1.488], [-0.994, 0.469, 0.622], [0.898, -0.165, -0.661], [0.930, -0.778, -1.905], [0.655, -0.952, 0.366], [0.203, -0.879, 2.702], [-0.888, 1.636, 0.900], [0.331, -1.578, -2.038], [1.269, -0.240, -2.688], [-0.543, -0.517, 3.289], [-2.094, -1.339, 0.182], [-3.084, 0.067, 0.644], [-2.316, -0.011, -0.965], [2.823, 0.755, -0.460], [1.635, 1.717, -1.393], [1.544, 1.619, 0.362]],
  "mulliken_charge": [-1.090, -1.257, 0.649, 0.595, 0.649, -0.399, -0.475, -0.840, -0.542, 0.253, 0.225, 0.225, 0.316, 0.363, 0.290, 0.306, 0.404, 0.328],
  "smiles": "[H]/N=C(/N=C(\\C)N)C(C)=O",
  "e_lumo_ev": 0.119
}

Model 2:
{
  "formula": "C5H9N3O",
  "method": "ωB97M-V/def2-TZVPD",
  "elements": ["C", "C", "C", "C", "C", "O", "N", "N", "N", "H", "H", "H", "H", "H", "H", "H", "H", "H"],
  "xyz": [[-0.634, -1.675, 1.425], [1.543, -0.042, -2.257], [0.026, -0.367, 1.069], [0.799, 0.114, -0.987], [-0.633, 0.805, -0.999], [-0.845, 0.822, 2.796], [0.174, 0.642, 1.858], [1.031, -0.523, 0.070], [-0.817, 1.908, -0.417], [-0.601, 1.650, 3.229], [-1.617, 2.442, -0.762], [-1.260, 0.438, -1.844], [0.132, -2.417, 1.661], [-1.224, -2.037, 0.580], [-1.275, -1.536, 2.291], [0.912, -0.461, -3.042], [2.395, -0.697, -2.086], [1.892, 0.935, -2.584]],
  "mulliken_charge": [-1.132, -1.185, 0.700, 0.734, -0.082, -0.381, -0.463, -0.581, -0.518, 0.362, 0.243, 0.388, 0.282, 0.282, 0.374, 0.335, 0.318, 0.323],
  "smiles": "[H]/N=C/C(C)=N\\C(C)=N\\O",
  "e_lumo_ev": 0.814
}

Which structure wins on stability? model 1 wins.